# 1
# CH6N2OP2S

One molecule with the formula CH6N2OP2S in a non-equilibrium geometry (ωB97M-V/def2-TZVPD, the Open Molecules 2025 dataset).

Summary:
SMILES ... [H]/P=N/[PH]#S(=O)NC
Orbital gap ... 7.558 eV

```
! RIJCOSX wB97M-V def2-TZVPD def2/J DEFGRID3
* xyz 0 1
S 0.177 -1.438 -0.961
P -1.487 -0.900 0.678
P -1.246 1.770 -0.584
O 0.785 -2.672 -0.420
N 0.904 0.098 -0.506
N -2.021 0.572 0.031
C 1.528 0.212 0.762
H -2.466 2.703 -0.884
H 0.885 -0.268 1.450
H 1.625 0.195 -1.200
H -2.467 -1.486 -0.075
H 1.268 1.241 0.896
H 2.516 -0.028 0.814
*
```

=====

# 2
# CH6N2OP2S

One molecule with the formula CH6N2OP2S in a non-equilibrium geometry (ωB97M-V/def2-TZVPD, the Open Molecules 2025 dataset).

Summary:
SMILES ... CNPN1[PH]#S1=O
Orbital gap ... 8.914 eV

```
! RIJCOSX wB97M-V def2-TZVPD def2/J DEFGRID3
* xyz 0 1
S -2.382 0.770 1.153
P -1.284 2.480 0.604
P -0.589 0.384 -1.453
O -1.601 -0.127 1.954
N 0.159 -0.680 -0.335
N -1.651 1.182 -0.366
C 1.203 0.037 0.334
H 1.263 -0.308 1.434
H 2.104 -0.037 -0.169
H 0.458 -1.473 -0.924
H -1.534 -0.456 -1.806
H 0.814 1.014 0.562
H -2.198 3.420 0.013
*
```

=====

# 3
# CH6N2OS

A 2-piece molecular cluster, CH6N2OS overall in a non-equilibrium geometry (ωB97M-V/def2-TZVPD, the Open Molecules 2025 dataset).

Summary:
SMILES ... C=[N+]([O-])S.N
Orbital gap ... 9.531 eV

```
! RIJCOSX wB97M-V def2-TZVPD def2/J DEFGRID3
* xyz 0 1
S 1.209 0.347 0.068
O 1.185 -0.359 2.382
N 1.669 -0.772 1.338
N -3.296 1.317 -1.797
C 2.580 -1.687 1.159
H -3.015 0.452 -2.201
H 3.027 -2.043 2.078
H 2.733 -1.921 0.086
H 1.250 1.331 0.977
H -3.027 2.092 -2.363
H -4.315 1.243 -1.726
*
```

=====

# 4
# CH6N2PS

An isolated ion of composition CH6N2PS and charge +1 in a non-equilibrium geometry (ωB97M-V/def2-TZVPD, the Open Molecules 2025 dataset).

Summary:
SMILES ... [NH3+]CNP=S
Orbital gap ... 8.459 eV

```
! RIJCOSX wB97M-V def2-TZVPD def2/J DEFGRID3
* xyz 1 1
S 4.293 -0.148 -0.014
P 2.574 0.526 0.440
N -0.445 0.888 -0.142
N 1.630 -0.619 -0.191
C -0.151 -0.531 0.002
H -0.548 -1.119 -0.684
H -1.370 1.038 0.230
H 2.115 -1.407 -0.588
H -0.277 -0.807 1.058
H 0.462 1.287 0.227
H -0.465 1.126 -1.256
*
```

=====

# 5
# CH6N2S

A 2-piece molecular cluster, CH6N2S overall in a non-equilibrium geometry (ωB97M-V/def2-TZVPD, the Open Molecules 2025 dataset).

Summary:
SMILES ... [H]/N=C/N.S
Orbital gap ... 9.929 eV

```
! RIJCOSX wB97M-V def2-TZVPD def2/J DEFGRID3
* xyz 0 1
S -4.237 0.667 1.130
N 0.892 -0.235 -1.304
N 3.029 -0.799 -0.489
C 1.927 -0.179 -0.417
H 3.438 -0.761 0.456
H 0.884 -0.603 -2.243
H 0.238 0.523 -1.355
H 1.598 0.491 0.371
H -3.214 -0.349 1.542
H -4.556 1.246 2.309
*
```

=====

# 6
# CH6N2S

One molecule with the formula CH6N2S in a non-equilibrium geometry (ωB97M-V/def2-TZVPD, the Open Molecules 2025 dataset).

Summary:
SMILES ... CNSN
Orbital gap ... 9.123 eV

```
! RIJCOSX wB97M-V def2-TZVPD def2/J DEFGRID3
* xyz 0 1
S 0.944 -1.237 -0.167
N 1.805 0.777 -0.021
N -0.597 -0.834 -0.525
C -1.348 0.011 0.341
H -0.816 -0.638 -1.459
H 2.446 0.657 0.734
H -2.440 -0.105 0.265
H -1.221 1.095 0.295
H 2.320 0.485 -0.829
H -1.091 -0.213 1.367
*
```

=====

# 7
# CH6N2S2

A 2-piece molecular cluster, CH6N2S2 overall in a non-equilibrium geometry (ωB97M-V/def2-TZVPD, the Open Molecules 2025 dataset).

Summary:
SMILES ... [H]/N=C/N.SS
Orbital gap ... 9.640 eV

```
! RIJCOSX wB97M-V def2-TZVPD def2/J DEFGRID3
* xyz 0 1
S -6.298 2.691 3.291
S -6.166 0.929 2.249
N 4.539 -1.071 -2.302
N 2.361 -1.315 -1.544
C 3.645 -0.888 -1.415
H 1.915 -1.534 -0.668
H 1.936 -1.773 -2.329
H 5.331 -0.488 -2.047
H -5.099 0.419 2.874
H 3.846 -0.523 -0.409
H -6.010 3.551 2.301
*
```

=====

# 8
# CH6N2S2

A 2-piece molecular cluster, CH6N2S2 overall (ωB97M-V/def2-TZVPD, the Open Molecules 2025 dataset).

Summary:
SMILES ... [H]/N=C/N.SS
Orbital gap ... 8.945 eV

```
! RIJCOSX wB97M-V def2-TZVPD def2/J DEFGRID3
* xyz 0 1
S -2.873 0.637 -0.739
S -1.211 1.602 -1.592
N 0.615 -1.568 -0.347
N 1.204 -0.555 1.669
C 1.343 -0.750 0.307
H 1.560 0.345 1.948
H 0.973 -1.521 -1.301
H -1.908 2.668 -1.981
H -2.145 0.145 0.228
H 2.182 -0.226 -0.146
H 0.262 -0.775 1.954
*
```

=====

# 9
# CH6N2Si

One molecule with the formula CH6N2Si in a non-equilibrium geometry (ωB97M-V/def2-TZVPD, the Open Molecules 2025 dataset).

Summary:
Orbital gap (spin up / spin down) ... 8.077 / 7.930 eV
<S²> ... 2.007

```
! RIJCOSX wB97M-V def2-TZVPD def2/J DEFGRID3
* xyz 0 3
Si 0.648 -0.358 0.340
N -0.167 2.014 -0.975
N -0.142 1.244 0.040
C -0.470 -1.805 0.203
H 0.582 1.801 -1.711
H -1.232 -1.823 0.913
H 0.678 -0.253 1.802
H 1.952 -0.372 -0.422
H -0.862 -1.765 -0.818
H -0.986 1.316 0.627
*
```

=====

# 10
# CH6N3

An isolated ion of composition CH6N3 and charge +1 in a non-equilibrium geometry (ωB97M-V/def2-TZVPD, the Open Molecules 2025 dataset).

Summary:
SMILES ... NC(N)=[NH2+]
Orbital gap ... 11.339 eV

```
! RIJCOSX wB97M-V def2-TZVPD def2/J DEFGRID3
* xyz 1 1
N 0.254 1.248 -0.469
N -0.121 -1.033 -0.831
N -0.062 -0.191 1.332
C 0.021 0.004 0.003
H -0.088 0.545 2.106
H 0.482 -1.828 -0.745
H -0.895 -1.115 -1.463
H 0.775 1.450 -1.308
H -0.434 -1.089 1.667
H -0.474 1.894 -0.233
*
```

=====

# 11
# CH6N3

An isolated ion of composition CH6N3 and charge +1 in a non-equilibrium geometry (ωB97M-V/def2-TZVPD, the Open Molecules 2025 dataset).

Summary:
SMILES ... [NH3+]N1CN1
Orbital gap ... 11.877 eV

```
! RIJCOSX wB97M-V def2-TZVPD def2/J DEFGRID3
* xyz 1 1
N 0.115 0.326 -0.657
N -0.850 0.631 0.415
N 1.336 0.057 -0.013
C -1.091 -0.593 -0.246
H -1.478 1.422 0.397
H -1.959 -0.632 -0.990
H 1.847 0.890 0.023
H 1.825 -0.708 -0.269
H 1.082 0.096 1.063
H -0.827 -1.490 0.278
*
```

=====

# 12
# CH6N3O

An isolated ion of composition CH6N3O and charge -1 in a non-equilibrium geometry (ωB97M-V/def2-TZVPD, the Open Molecules 2025 dataset).

Summary:
SMILES ... CN([O-])NN
Orbital gap ... 6.998 eV

```
! RIJCOSX wB97M-V def2-TZVPD def2/J DEFGRID3
* xyz -1 1
O -0.458 -1.034 -1.202
N -0.603 -0.198 0.944
N -1.646 0.548 0.202
N 0.189 -0.863 -0.015
C 1.288 0.138 -0.203
H 2.304 -0.466 -0.380
H 1.500 0.672 0.837
H -1.115 -0.964 1.575
H 1.287 0.782 -1.036
H -1.519 -0.065 -0.783
H -1.228 1.450 0.062
*
```

=====

So what do the calculations give for energy? Going down the list: -35571.519, -35572.219, -16993.738, -24229.800, -14948.811, -14947.735, -25784.454, -25784.512, -11987.737, -5598.176, -5593.806, -7648.035 eV.
So what do the calculations give for energy relative to the best compared isomer or geometry (same formula, charge and spin)? Going down the list: 200.15, 132.67, 364.10, 171.83, 74.91, 178.73, 43.90, 38.30, 63.58, 74.21, 495.75, 144.44 kJ/mol.